1.
A structure of composition C38H59BF5N3O3ReS2Sb3Si3 in a non-equilibrium geometry, computed with the ωB97M-V functional and the def2-TZVPD basis.

Last column: Mulliken spin population.
Element x y z (Å)
Re: -0.13891 0.42986 0.74005  2.64
O: 4.05655 2.87769 -2.06264  0.00
C: 4.58281 1.86793 -1.34110  0.00
C: 5.95001 1.62500 -1.46324  0.00
C: 6.53076 0.57016 -0.79183  0.00
C: 5.76800 -0.26940 0.01824  0.00
C: 4.42475 -0.00841 0.17437  0.01
C: 3.81987 1.06811 -0.48090  -0.03
C: 2.38794 1.30595 -0.29209  0.00
O: 1.84019 0.90150 0.82539  0.12
N: 1.69890 1.89045 -1.22176  0.02
N: 0.33952 1.90715 -0.93324  0.03
C: -0.28045 2.90097 -1.48482  -0.02
S: -2.00265 3.07886 -1.43648  0.02
C: -1.99066 4.82142 -1.93716  0.00
C: -0.88022 4.99430 -2.95374  0.00
S: 0.59456 4.13681 -2.33906  0.01
H: 3.08506 2.81533 -2.02599  0.00
H: 6.52538 2.26610 -2.11290  0.00
H: 7.58854 0.38734 -0.91048  0.00
H: 6.22462 -1.10923 0.51830  0.00
H: 3.80933 -0.63419 0.80660  0.00
H: -1.84236 5.44064 -1.04987  0.00
H: -2.96487 5.03444 -2.37348  0.00
H: -0.61554 6.04410 -3.07558  0.00
H: -1.15290 4.57880 -3.92486  0.00
C: -4.09662 0.33336 -0.46581  0.00
Sb: -2.49592 -0.86630 0.22922  -0.07
C: -3.51157 -1.95821 1.74869  0.03
C: -2.43048 -2.50555 -1.17798  -0.01
C: -3.44103 -2.44543 -2.27986  0.00
C: -4.77547 -2.68309 -1.95281  0.00
C: -5.77055 -2.67264 -2.91040  0.00
C: -5.43344 -2.42466 -4.23427  0.00
C: -4.11470 -2.20258 -4.57643  0.00
C: -3.09554 -2.21001 -3.62356  0.00
C: -1.70059 -1.88617 -4.04861  0.00
Sb: -1.36762 0.14627 -3.36922  0.01
C: 0.34857 0.68188 -4.53564  0.00
C: -2.75558 1.01024 -4.76339  0.00
H: -5.02580 -0.22364 -0.38535  0.00
H: -3.91355 0.57950 -1.50827  0.00
H: -4.15076 1.24275 0.12655  0.00
H: -4.15104 -2.67146 1.23290  0.00
H: -4.12393 -1.30241 2.35826  0.00
H: -2.80160 -2.49635 2.37203  0.00
H: -2.64941 -3.36350 -0.53667  0.00
H: -1.41244 -2.60740 -1.52603  0.01
H: -5.03405 -2.90269 -0.92351  0.00
H: -6.79595 -2.86904 -2.63136  0.00
H: -6.19604 -2.41581 -4.99948  0.00
H: -3.85475 -2.01946 -5.61152  0.00
H: -1.59413 -1.91385 -5.12919  0.00
H: -0.95475 -2.54440 -3.61039  0.00
H: 0.12054 0.53178 -5.58802  0.00
H: 1.21653 0.10013 -4.25839  0.00
H: 0.56322 1.73478 -4.35735  0.00
H: -2.59160 0.56684 -5.74218  0.00
H: -2.57160 2.08028 -4.83086  0.00
H: -3.78555 0.84496 -4.45746  0.00
F: 1.47937 -6.44202 -0.73426  0.00
C: 1.25933 -5.13184 -0.64166  0.02
C: 0.39329 -4.62816 0.31662  0.00
F: -0.23648 -5.44341 1.16095  0.00
C: 0.18102 -3.26355 0.40706  -0.02
F: -0.68685 -2.79956 1.35230  0.02
C: 0.81657 -2.34873 -0.42383  0.03
O: 0.63698 -1.05547 -0.35592  0.14
C: 1.68350 -2.88242 -1.38968  0.02
F: 2.32205 -2.04698 -2.22175  0.00
C: 1.90626 -4.24392 -1.49834  -0.01
F: 2.74504 -4.70616 -2.42211  0.00
B: -2.04223 4.45749 2.27192  0.00
C: -1.44915 3.08769 1.84954  0.24
N: -1.00473 2.05891 1.53178  -0.29
H: -3.01586 4.22820 2.94220  0.01
H: -2.31226 5.05852 1.26026  0.01
H: -1.16522 4.99456 2.90340  0.01
C: -0.51829 -3.42101 4.41475  0.00
Si: 1.04120 -2.40838 4.21432  0.03
C: 1.86427 -2.18127 5.87553  0.00
C: 2.27942 -3.11623 2.99407  0.00
Sb: 0.46411 -0.03542 3.34193  0.04
Si: -1.38471 0.86762 4.94834  0.00
C: -1.21329 -0.06314 6.56409  0.00
C: -2.99098 0.41375 4.10906  0.01
C: -1.24541 2.69447 5.28136  0.01
Si: 2.40974 1.58360 3.94559  -0.01
C: 1.89596 3.22506 3.22603  0.00
C: 2.39576 1.61817 5.82123  -0.01
C: 4.07262 0.99403 3.34470  0.01
H: -0.24994 -4.47791 4.43350  0.00
H: -1.23914 -3.28418 3.61518  0.00
H: -1.00297 -3.18882 5.35971  0.00
H: 2.07889 -3.17088 6.27784  0.00
H: 1.23962 -1.66397 6.59664  0.00
H: 2.80984 -1.65248 5.79311  0.00
H: 2.15618 -4.19539 2.90214  0.00
H: 3.29200 -2.92643 3.34862  0.00
H: 2.19301 -2.68660 1.99862  0.00
H: -1.38329 -1.13059 6.45350  0.00
H: -1.95895 0.31949 7.25934  0.00
H: -0.24043 0.08365 7.02628  0.00
H: -3.03157 -0.66164 3.95235  0.00
H: -3.07631 0.91523 3.14280  0.00
H: -3.85026 0.70242 4.71241  0.00
H: -0.35106 2.93735 5.85281  0.00
H: -2.10748 2.97619 5.88892  0.00
H: -1.26354 3.31920 4.38935  -0.01
H: 0.96702 3.59203 3.65853  0.00
H: 1.76132 3.15933 2.14817  0.00
H: 2.67134 3.96775 3.41902  0.00
H: 1.39964 1.64671 6.25252  0.00
H: 2.91692 2.51650 6.15076  0.00
H: 2.92381 0.76414 6.24000  0.00
H: 4.31475 1.40095 2.36691  0.00
H: 4.13743 -0.09066 3.27407  0.00
H: 4.83208 1.32565 4.05278  0.00

Atomic forces in eV per Å
Re 1.067 0.328 -1.150
O 0.212 -0.043 0.023
C -0.043 0.094 -0.175
C -0.052 0.000 0.007
C -0.046 0.020 -0.011
C -0.061 0.039 0.006
C 0.023 0.021 0.016
C -0.030 0.029 0.016
C 0.056 0.064 -0.303
O -0.196 -0.121 0.373
N 0.178 -0.153 -0.008
N -0.246 -0.222 0.290
C -0.055 0.050 0.082
S -0.107 -0.063 -0.030
C 0.045 0.054 0.083
C -0.005 -0.034 -0.021
S 0.048 0.020 -0.013
H -0.025 -0.030 0.012
H 0.053 0.053 -0.049
H 0.077 -0.018 -0.012
H 0.034 -0.066 0.042
H -0.020 -0.023 0.022
H -0.007 -0.071 -0.067
H -0.028 0.018 0.032
H -0.005 -0.017 -0.008
H 0.005 0.011 0.047
C 0.015 -0.065 -0.019
Sb -0.733 -0.023 -0.144
C -0.014 0.079 0.014
C 0.019 -0.031 0.143
C -0.082 0.057 -0.177
C 0.000 -0.041 -0.066
C -0.038 0.015 -0.070
C -0.119 -0.027 0.064
C 0.081 0.025 -0.011
C -0.078 -0.029 0.156
C 0.035 0.170 0.095
Sb 0.012 -0.091 -0.071
C -0.220 0.079 0.054
C 0.068 -0.051 0.121
H -0.044 -0.036 0.024
H -0.023 0.054 -0.044
H 0.002 0.069 0.046
H -0.016 -0.037 0.003
H -0.044 0.004 -0.049
H -0.084 0.038 -0.012
H 0.100 0.027 0.002
H 0.088 0.019 -0.174
H -0.015 -0.008 0.053
H -0.039 0.003 0.002
H -0.049 -0.009 -0.032
H 0.006 -0.009 -0.027
H -0.012 -0.052 -0.093
H 0.101 -0.049 0.058
H 0.011 -0.012 -0.069
H 0.188 -0.143 0.112
H 0.051 0.032 -0.018
H -0.015 -0.041 -0.096
H 0.008 0.081 0.030
H -0.046 -0.019 0.024
F -0.044 0.164 0.012
C 0.023 0.084 0.011
C 0.055 0.051 -0.081
F -0.003 -0.054 0.007
C -0.008 -0.166 0.138
F 0.432 -0.290 -0.285
C 0.176 -0.480 -0.099
O -0.219 0.817 0.149
C 0.134 0.115 -0.103
F -0.209 -0.189 0.220
C -0.027 -0.079 0.017
F -0.139 0.046 0.153
B 0.032 0.070 -0.050
C 0.029 -0.390 -0.170
N -0.181 0.496 0.293
H -0.078 -0.053 0.055
H 0.014 -0.011 -0.083
H 0.037 0.092 0.035
C 0.111 0.068 -0.062
Si 0.108 0.072 -0.086
C -0.064 -0.020 -0.153
C -0.116 0.029 0.065
Sb -0.118 -0.173 0.712
Si -0.135 -0.100 0.016
C 0.043 0.061 -0.173
C 0.169 0.112 -0.009
C 0.143 -0.067 -0.143
Si -0.108 0.061 0.024
C 0.032 -0.095 -0.002
C 0.019 -0.041 -0.170
C -0.134 -0.012 0.012
H 0.030 -0.095 0.019
H -0.007 0.000 -0.056
H -0.059 0.044 0.117
H 0.039 -0.146 0.067
H -0.109 0.074 0.082
H 0.126 0.089 -0.043
H 0.006 -0.100 0.008
H 0.073 0.027 0.040
H -0.013 0.035 -0.082
H -0.015 -0.143 -0.036
H -0.128 0.058 0.082
H 0.124 0.030 0.047
H 0.014 -0.034 0.069
H -0.022 0.008 -0.020
H -0.065 0.057 0.098
H 0.049 0.015 0.041
H -0.082 0.006 0.045
H -0.031 -0.043 0.073
H -0.065 0.029 0.058
H 0.019 -0.020 -0.081
H 0.072 0.048 0.046
H -0.111 0.008 0.033
H 0.088 0.115 0.038
H 0.035 -0.107 0.029
H -0.006 0.044 -0.068
H 0.001 -0.084 0.040
H 0.074 0.048 0.067

Computed properties:
* multiplicity: 4
* ⟨S²⟩: 3.7878
* energy relative to the best compared isomer or geometry (same formula, charge and spin): 17.7 kcal per mole
* E_HOMO (alpha / beta): -0.3840 / -0.3832 Ha
* M: 1411.59 Da
* total charge: +1
* energy: -132282.1900 eV
* Kohn-Sham gap (alpha / beta): 0.2724 / 0.2224 Eh


2.
A structure of composition C38H60InN4O2 in a non-equilibrium geometry, computed with the ωB97M-V functional and the def2-TZVPD basis.

Last column: Löwdin charge in e.
Element x y z (Å)
In: 0.12842 -0.44605 -1.92190  1.03
C: 3.06643 -0.42125 -3.50836  -0.04
N: 1.79960 0.40774 -3.45420  -0.29
C: 1.12999 0.64031 -4.81625  -0.04
C: 2.15138 1.77057 -2.91957  -0.17
C: 2.22267 1.76163 -1.38642  -0.14
N: 0.91480 1.51325 -0.68849  -0.19
C: 1.06078 1.23045 0.73888  -0.11
C: 2.09495 0.18644 1.13283  -0.13
C: 3.24357 0.50700 1.87174  0.01
C: 3.86796 -0.46992 2.61343  -0.18
C: 3.52254 -1.80179 2.38542  0.01
C: 2.55369 -2.17907 1.47382  -0.08
C: 1.90493 -1.16465 0.70470  -0.27
O: 1.14503 -1.43856 -0.37099  -0.20
C: 2.26443 -3.66743 1.07217  -0.50
C: 2.89010 -4.67822 2.05928  -0.07
C: 0.73241 -4.00901 1.01199  -0.04
C: 3.00959 -3.96685 -0.26026  -0.05
C: 4.92706 -0.14718 3.69628  -0.55
C: 6.27798 -0.65739 3.17034  -0.06
C: 4.99035 1.39345 3.97030  -0.07
C: 4.59634 -0.76829 5.05882  -0.06
C: 0.01320 2.67096 -0.87179  -0.14
C: -1.39405 2.41619 -0.43163  -0.12
C: -2.02669 3.51125 0.26803  0.03
C: -3.29964 3.34536 0.77494  -0.19
C: -4.05869 2.22042 0.44688  0.02
C: -3.51220 1.11866 -0.17405  -0.09
C: -2.18430 1.27056 -0.73305  -0.25
O: -1.73755 0.39455 -1.64896  -0.20
C: -4.29812 -0.17688 -0.28221  -0.50
C: -5.33866 -0.25473 0.84920  -0.07
C: -4.86585 -0.29740 -1.75513  -0.02
C: -3.45747 -1.43842 0.01084  -0.05
C: -3.84703 4.41692 1.65283  -0.57
C: -4.83125 3.87783 2.68975  -0.05
C: -4.47257 5.44992 0.74093  -0.06
C: -2.78790 5.17054 2.51097  -0.06
H: 3.93350 0.11426 -3.97899  0.11
H: 2.89348 -1.38026 -3.98436  0.09
H: 3.35415 -0.61636 -2.45886  0.09
H: 1.80235 1.30857 -5.41650  0.12
H: 0.19950 1.15205 -4.68478  0.07
H: 0.95967 -0.36908 -5.22455  0.09
H: 1.47751 2.48602 -3.43683  0.12
H: 3.22009 2.03757 -3.23057  0.15
H: 2.68581 2.71467 -1.06428  0.15
H: 2.92265 0.99477 -1.05382  0.11
H: 0.09112 0.87606 1.10855  0.15
H: 1.22778 2.16425 1.25092  0.13
H: 3.63985 1.51006 2.03633  0.10
H: 4.01814 -2.60887 2.98281  0.12
H: 2.52446 -4.48075 3.02447  0.07
H: 3.99183 -4.60713 2.10899  0.09
H: 2.58780 -5.67874 1.68111  0.10
H: 0.20762 -3.79265 1.98710  0.11
H: 0.64678 -5.09623 0.87391  0.08
H: 0.23239 -3.38981 0.27360  0.05
H: 4.11635 -3.95504 -0.15168  0.09
H: 2.73361 -3.21253 -1.03745  0.06
H: 2.64243 -4.92920 -0.68134  0.09
H: 6.60968 -0.12462 2.24807  0.09
H: 6.23446 -1.74905 2.96293  0.09
H: 7.10577 -0.42670 3.87752  0.09
H: 5.24181 2.00606 3.05164  0.09
H: 5.81624 1.53887 4.69374  0.09
H: 4.04345 1.77936 4.35344  0.08
H: 4.57593 -1.89796 5.04704  0.10
H: 3.64885 -0.38418 5.44815  0.09
H: 5.35717 -0.39818 5.76921  0.09
H: -0.01899 2.92335 -1.93055  0.13
H: 0.35665 3.54448 -0.34728  0.12
H: -1.44136 4.43478 0.31372  0.12
H: -5.11107 2.14034 0.76857  0.11
H: -6.23210 0.44045 0.71693  0.10
H: -4.91976 -0.01239 1.84200  0.10
H: -5.66809 -1.27513 0.90742  0.07
H: -5.44303 0.56540 -2.10131  0.09
H: -5.54846 -1.15291 -1.79822  0.08
H: -4.05968 -0.50261 -2.44531  0.04
H: -3.16814 -1.40888 1.08508  0.11
H: -2.58958 -1.54878 -0.65235  0.05
H: -4.03864 -2.36138 -0.21780  0.10
H: -5.76156 3.50642 2.20570  0.09
H: -5.11529 4.75169 3.29082  0.08
H: -4.39378 3.09574 3.33470  0.10
H: -5.21638 5.15071 -0.00799  0.09
H: -3.76677 6.04541 0.12415  0.09
H: -4.93037 6.23307 1.33209  0.08
H: -2.18931 4.47991 3.10518  0.09
H: -3.25836 5.84321 3.22482  0.08
H: -2.14228 5.82147 1.87940  0.08
C: -3.38317 -3.32337 -5.11698  0.01
N: -2.24219 -3.26138 -4.21035  -0.10
C: -1.42802 -4.27868 -3.68360  -0.01
C: -0.49768 -3.68251 -2.89794  -0.08
N: -0.76204 -2.32329 -2.86531  0.00
C: -1.82798 -2.14064 -3.62449  -0.17
H: -4.05464 -2.47871 -4.84509  0.11
H: -3.88604 -4.31566 -5.01459  0.11
H: -3.01464 -3.18298 -6.15117  0.10
H: -1.52216 -5.30907 -3.99510  0.13
H: 0.41333 -4.10043 -2.42755  0.13
H: -2.27688 -1.19376 -3.85425  0.14

Atomic forces in eV per Å
In 0.518 0.185 1.963
C -0.080 0.523 0.652
N -0.367 0.553 -0.522
C 2.007 -0.850 0.642
C 1.128 -0.182 -0.075
C -0.530 0.723 0.501
N 0.641 0.233 -1.958
C 0.380 -0.978 0.343
C 0.299 -0.248 -1.374
C -0.738 0.136 0.908
C 0.818 -0.634 0.613
C -0.023 -0.909 0.890
C -0.655 -0.766 -1.840
C 0.424 1.181 0.983
O -0.701 -0.198 -0.482
C 0.778 0.035 0.450
C 0.351 0.025 -1.428
C 0.532 0.434 1.076
C -0.953 0.559 -1.038
C -0.243 0.924 -0.824
C 0.918 0.309 -0.032
C 1.006 -0.136 -0.967
C 0.213 -0.698 0.136
C -0.785 -0.988 -0.983
C -2.290 0.934 0.878
C 1.075 -2.314 -0.972
C 0.538 0.443 -0.183
C -0.108 -0.378 0.770
C 1.603 0.115 -0.876
C 0.231 1.250 0.560
O 0.614 -1.237 -0.778
C -0.024 -0.265 -0.739
C -1.341 1.443 -0.259
C -0.669 -0.394 1.247
C 0.415 -0.338 -0.309
C 0.008 0.841 0.564
C -1.031 0.189 -0.393
C -0.507 1.726 -0.809
C 0.523 0.169 -0.860
H -1.018 -0.309 0.091
H -0.121 -0.007 -0.172
H -0.109 -0.016 -0.487
H -0.558 -0.945 0.140
H -0.605 0.247 0.269
H 0.142 0.638 -0.351
H 0.333 -0.213 0.936
H -1.402 -0.351 0.049
H -0.352 -0.174 -0.013
H -0.081 -0.145 -0.072
H 0.032 0.024 -0.193
H 0.388 0.489 0.357
H -0.921 0.049 -0.232
H -0.488 0.885 -0.596
H -0.628 -0.153 1.459
H -0.463 -0.128 -0.213
H 0.379 0.448 0.614
H 0.775 -0.110 -0.760
H -0.226 0.365 -0.396
H -0.097 -0.385 -0.264
H -0.797 -0.148 0.057
H 0.274 -0.352 0.529
H 0.535 0.280 0.394
H -0.596 -0.431 0.368
H 0.170 0.706 0.176
H -0.554 -0.446 -0.098
H -0.094 -0.746 0.940
H -0.567 0.218 -0.249
H 0.130 -0.104 0.174
H 0.070 1.234 0.095
H -0.082 -0.226 -0.216
H -0.149 -0.531 -0.196
H 0.231 -0.007 -0.242
H 0.566 0.370 0.359
H -0.375 -0.295 0.571
H 0.882 0.217 0.019
H 0.974 -1.015 0.030
H 0.124 -0.015 -0.548
H -0.574 -0.411 -0.006
H 0.264 0.081 0.236
H 0.011 -0.035 0.026
H 0.330 0.167 -0.116
H 0.064 -0.334 -0.786
H 0.045 0.337 0.434
H 0.021 0.655 0.516
H 0.542 0.061 0.456
H -0.134 -0.453 0.140
H -0.167 0.340 -0.330
H -0.002 -0.621 0.467
H 0.268 -0.710 0.410
H -0.436 0.183 0.348
H 0.180 -0.062 -0.168
H -0.305 0.018 -0.082
H -0.179 -0.584 0.440
C -0.260 -0.203 -0.244
N 0.628 -0.644 1.466
C -0.222 0.070 -0.965
C 0.952 0.016 0.276
N 0.218 0.654 0.085
C 0.111 0.429 -0.654
H 0.261 -0.820 -0.284
H 0.312 0.992 -0.087
H -0.356 -0.184 0.490
H -0.087 0.165 0.093
H -1.037 0.278 -0.182
H -0.146 0.281 0.220

Computed properties:
* multiplicity: 1
* E_HOMO: -0.3557 Ha
* M: 719.74 Da
* total charge: +1
* energy: -55603.5295 eV
* Kohn-Sham gap: 0.2518 Eh